Formula: C15H21BO4
Source: the Open Molecules 2025 dataset
Level of theory: ωB97M-V/def2-TZVPD

CARTESIAN COORDINATES (ANGSTROEM)
C: 0.43679 -3.34690 3.35136
C: 0.92966 -3.00050 2.30118
C: 1.66305 -2.53561 1.03739
B: 0.91452 -1.18644 0.56685
O: 1.02949 -0.00518 1.36064
C: -0.00161 -1.14199 -0.75656
C: -1.43932 -1.50523 -0.22943
C: -1.87325 -2.88330 -0.29472
C: -3.17034 -3.19945 0.22635
C: -3.97545 -2.14100 0.79938
C: -5.38647 -2.46869 1.36981
C: -3.53937 -0.77519 0.85397
C: -2.23726 -0.45421 0.32549
H: 0.25721 -3.66450 4.38346
H: 2.74489 -2.39852 1.25691
H: 1.50959 -3.29616 0.23863
H: 0.38231 -0.11970 2.08417
H: -0.07851 -0.10030 -1.15832
H: 0.34926 -1.86050 -1.53541
H: -1.15949 -3.60478 -0.73062
H: -3.53659 -4.24426 0.18050
H: -5.36279 -3.11641 2.27269
H: -5.92110 -1.51215 1.57668
H: -5.94394 -3.02311 0.58017
H: -4.12953 0.04748 1.29982
H: -1.80696 0.56938 0.32674
C: 1.46798 4.26166 -3.27864
C: 2.81202 4.70062 -2.73234
O: 2.90079 4.48469 -1.31841
C: 3.08406 3.21484 -0.93883
O: 3.18678 2.26288 -1.67136
O: 3.10940 3.18030 0.39483
C: 3.19515 1.85778 0.93806
H: 0.65669 4.75104 -2.73562
H: 1.38513 4.50672 -4.33851
H: 1.32565 3.18668 -3.16407
H: 2.93297 5.77319 -2.88683
H: 3.63806 4.20455 -3.24592
H: 4.04778 1.31591 0.52579
H: 2.27058 1.31748 0.75057
H: 3.33218 1.94890 2.01416

Its SMILES is C#CCB(O)Cc1ccc(C)cc1.CCOC(=O)OC. For the HOMO-LUMO gap, the calculation gives 9.24 eV.

Partial charges, natural (NBO), in e:
1 C -0.283
2 C 0.012
3 C -0.858
4 B 1.138
5 O -0.965
6 C -0.817
7 C -0.010
8 C -0.206
9 C -0.209
10 C -0.018
11 C -0.632
12 C -0.216
13 C -0.222
14 H 0.249
15 H 0.271
16 H 0.246
17 H 0.516
18 H 0.246
19 H 0.234
20 H 0.217
21 H 0.220
22 H 0.221
23 H 0.215
24 H 0.217
25 H 0.220
26 H 0.221
27 C -0.640
28 C -0.070
29 O -0.496
30 C 0.983
31 O -0.654
32 O -0.494
33 C -0.272
34 H 0.210
35 H 0.216
36 H 0.227
37 H 0.189
38 H 0.192
39 H 0.185
40 H 0.225
41 H 0.190

---

Formula: C15H21Cl27O2
Source: the Open Molecules 2025 dataset
Level of theory: ωB97M-V/def2-TZVPD

CARTESIAN COORDINATES (ANGSTROEM)
C: -2.97628 -4.22876 -1.39841
Cl: -1.93849 -5.11829 -0.21795
Cl: -4.35774 -3.53207 -0.57164
Cl: -3.49638 -5.28682 -2.74043
H: -2.33833 -3.48686 -1.79824
C: -1.76350 0.59410 -3.11368
Cl: -2.01586 1.23788 -1.48633
Cl: -1.58753 1.98622 -4.21217
Cl: -2.94201 -0.52057 -3.75909
H: -0.84088 0.04841 -3.11843
C: -3.97776 2.78680 2.67836
Cl: -5.29274 3.51077 3.67049
Cl: -4.46679 1.73133 1.37023
Cl: -2.89137 1.81504 3.62113
H: -3.47320 3.64211 2.21083
C: -2.42528 5.77014 -1.04172
Cl: -0.96778 5.04043 -0.53398
Cl: -3.85534 5.02697 -0.15724
Cl: -2.67188 5.79468 -2.78413
H: -2.30950 6.82454 -0.76407
C: 1.28983 -4.26590 -2.43354
Cl: 0.08583 -4.98618 -3.47489
Cl: 2.73791 -3.73908 -3.31523
Cl: 1.71248 -5.34921 -1.01552
H: 1.02229 -3.35850 -1.97877
C: 4.76625 0.64306 1.09790
Cl: 4.99866 2.13002 1.96043
Cl: 3.14008 -0.08600 1.43430
Cl: 6.05106 -0.51348 1.53943
H: 4.81450 0.82609 0.04543
C: 1.01497 2.38086 4.16196
Cl: 0.44718 0.75721 4.55781
Cl: 0.55007 3.54198 5.39276
Cl: 0.38878 2.79051 2.59111
H: 2.09668 2.30446 4.05966
C: 0.07280 -4.52457 4.22716
Cl: 1.38499 -3.24220 4.00557
Cl: 0.24906 -5.77264 3.08692
Cl: -1.49875 -3.76745 4.18840
H: 0.12184 -5.02219 5.18716
C: -5.52067 -2.20980 3.55993
Cl: -6.69808 -1.81353 4.80895
Cl: -6.22684 -1.66959 2.01757
Cl: -5.14643 -3.92603 3.43482
H: -4.65437 -1.66520 3.82255
C: -0.14201 -1.58345 0.36208
C: 0.17286 -1.18286 -1.05644
O: -0.46421 -1.60052 -2.00882
C: 1.34973 -0.24496 -1.14495
H: 0.03370 -0.79705 1.08508
H: 0.50762 -2.47672 0.64827
H: -1.14390 -1.92835 0.44098
H: 1.34352 0.67220 -0.58098
H: 1.49585 0.01894 -2.17297
H: 2.23745 -0.75453 -0.76686
C: 4.02859 3.90296 -2.90505
C: 4.44457 2.45356 -2.76197
O: 4.46074 1.92917 -1.66961
C: 4.75010 1.65550 -4.08125
H: 3.03223 3.74105 -3.33841
H: 4.67562 4.30983 -3.68045
H: 4.09892 4.43254 -1.95257
H: 4.15171 1.90523 -4.98964
H: 4.60856 0.56651 -3.83235
H: 5.74689 1.88224 -4.40950

For the HOMO-LUMO gap, the calculation gives 10.47 eV.

Partial charges, natural (NBO), in e:
1 C -0.259
2 Cl -0.019
3 Cl 0.035
4 Cl 0.005
5 H 0.233
6 C -0.284
7 Cl 0.009
8 Cl -0.013
9 Cl 0.039
10 H 0.244
11 C -0.299
12 Cl 0.001
13 Cl 0.026
14 Cl 0.030
15 H 0.237
16 C -0.289
17 Cl 0.054
18 Cl -0.025
19 Cl 0.034
20 H 0.230
21 C -0.245
22 Cl 0.057
23 Cl -0.001
24 Cl -0.028
25 H 0.215
26 C -0.265
27 Cl 0.033
28 Cl -0.033
29 Cl 0.004
30 H 0.263
31 C -0.300
32 Cl 0.010
33 Cl 0.035
34 Cl 0.021
35 H 0.236
36 C -0.288
37 Cl -0.030
38 Cl 0.063
39 Cl 0.028
40 H 0.229
41 C -0.269
42 Cl 0.015
43 Cl 0.007
44 Cl 0.028
45 H 0.222
46 C -0.742
47 C 0.635
48 O -0.609
49 C -0.753
50 H 0.236
51 H 0.253
52 H 0.240
53 H 0.255
54 H 0.221
55 H 0.256
56 C -0.715
57 C 0.632
58 O -0.596
59 C -0.737
60 H 0.243
61 H 0.225
62 H 0.242
63 H 0.233
64 H 0.240
65 H 0.239

---

It is found that the HOMO values, taken in the order of the records, are -8.61; -10.35 eV.